[1]
DFT (ωB97M-V with the def2-TZVPD basis set) results for a molecular structure, C43H45Cl3N2OP2SiTeTi at a distorted geometry.

Geometry as ORCA input:
```
! RIJCOSX wB97M-V def2-TZVPD def2/J DEFGRID3
* xyz -2 3
Ti -1.05667 1.05325 -1.38126
Te 2.12783 -1.63555 1.49164
C 3.39473 -0.68725 2.93294
C 3.61223 -1.26305 4.18604
C 4.42523 -0.62355 5.09554
N 5.05323 0.52495 4.85574
C 4.83313 1.07975 3.66444
C 4.02283 0.53385 2.69144
C 1.31003 0.25295 0.89274
P -0.45647 0.46885 1.18574
C -1.24557 -1.06895 1.76664
C -1.08697 -2.23685 1.02304
C -1.79917 -3.37935 1.32694
C -2.67447 -3.37985 2.40184
C -2.83057 -2.22755 3.16074
C -2.13647 -1.07855 2.83884
C -0.24997 1.28645 2.82844
C -0.44477 2.65885 2.96354
C -0.09137 3.30325 4.13624
C 0.44343 2.58875 5.19604
C 0.63473 1.22055 5.07114
C 0.29503 0.57775 3.89844
P 1.44473 0.57455 -0.87496
C 1.32673 2.41055 -0.82106
C 1.48943 3.14275 0.35834
C 1.55613 4.51995 0.32774
C 1.48043 5.19625 -0.88146
C 1.32593 4.48405 -2.06296
C 1.25133 3.10495 -2.03436
C 3.26743 0.45305 -1.07406
C 3.79403 -0.73435 -1.58806
C 5.15043 -0.88845 -1.78406
C 6.01933 0.15735 -1.49676
C 5.50483 1.35935 -1.02896
C 4.14783 1.50675 -0.82186
H 3.13723 -2.20155 4.43654
H 4.59763 -1.05155 6.07854
H 5.36233 2.01355 3.49534
H 3.88083 1.04075 1.74844
H -0.42277 -2.21955 0.17174
H -1.68557 -4.26695 0.71834
H -3.24327 -4.27105 2.63564
H -3.50877 -2.22625 4.00604
H -2.28827 -0.17455 3.41144
H -0.85717 3.22405 2.13634
H -0.21997 4.37515 4.21824
H 0.72643 3.10035 6.10824
H 1.07243 0.65925 5.88534
H 0.46803 -0.48625 3.80084
H 1.60473 2.60935 1.29364
H 1.67693 5.07455 1.24964
H 1.53973 6.27655 -0.89966
H 1.26993 5.01015 -3.00816
H 1.20073 2.54735 -2.96816
H 3.11283 -1.54055 -1.82766
H 5.54043 -1.82825 -2.15616
H 7.08703 0.03385 -1.63446
H 6.17023 2.18685 -0.80976
H 3.76293 2.44575 -0.45086
C -1.65357 0.46985 -4.30256
O -0.78367 1.07705 -3.37356
H -1.09537 0.25575 -5.22726
H -2.49307 1.13425 -4.54306
H -2.05097 -0.46505 -3.88896
H -0.93157 2.09945 -3.53476
C -4.44047 -0.20425 0.44094
C -4.73577 -0.81785 -0.92796
C -4.72427 0.24315 -2.02876
C -3.77607 -1.93325 -1.27026
C -4.28747 -3.21065 -1.34546
C -3.52317 -4.29515 -1.73986
C -2.21757 -4.06005 -2.13626
C -1.65267 -2.80325 -2.07976
C -0.25357 -2.59865 -2.62406
C 0.78373 -3.53125 -1.99336
C -0.24667 -2.82365 -4.14216
C -2.39077 -1.68055 -1.55906
N -1.82147 -0.50415 -1.35526
H -5.00537 0.71805 0.57214
H -3.37567 0.01965 0.51984
H -4.70987 -0.90525 1.22934
H -5.74827 -1.24835 -0.89296
H -3.70197 0.60565 -2.16296
H -5.36137 1.08485 -1.76466
H -5.06937 -0.18875 -2.96816
H -5.33047 -3.36775 -1.09196
H -3.94547 -5.29105 -1.76706
H -1.62847 -4.89485 -2.50006
H 0.03193 -1.55325 -2.41756
H 0.56443 -4.57175 -2.23106
H 0.80363 -3.43435 -0.91076
H 1.77863 -3.29645 -2.37056
H -0.49677 -3.86065 -4.36896
H 0.73393 -2.59735 -4.56166
H -0.98217 -2.19205 -4.63166
Cl -1.50297 3.71445 -3.79996
Si -2.61197 2.88575 -0.58066
Cl -4.35287 3.67885 -1.57616
Cl -1.61867 4.75645 -0.17676
*
```

Results
**Expectation value of S²**: 2.0118
**Gap between HOMO and LUMO (alpha / beta)**: 0.15910 / 0.21585 Ha

---

[2]
DFT (ωB97M-V with the def2-TZVPD basis set) results for 9 unconnected molecules or ions with the total composition C43H45N8O17 at a distorted geometry.

Geometry as ORCA input:
```
! RIJCOSX wB97M-V def2-TZVPD def2/J DEFGRID3
* xyz -1 1
C 6.41334 -71.11187 33.00971
O 7.45169 -71.56746 32.45629
O 5.20887 -71.00442 32.32081
O 6.34175 -70.75135 34.28359
H 5.70776 -71.26080 31.49694
C 8.60637 -67.03844 35.14465
C 8.32575 -65.62652 35.39278
C 7.37547 -64.94143 34.42458
C 6.62034 -65.60088 33.26326
C 6.87221 -67.17103 33.20562
C 7.87617 -67.75929 34.22787
N 5.84682 -64.97975 32.31572
O 5.70612 -63.67554 32.31246
O 5.61232 -65.60279 31.26778
H 9.28474 -67.57248 35.62650
H 8.76435 -64.81188 36.17544
H 6.99716 -63.92742 34.40846
H 6.41657 -67.83975 32.52219
H 8.06004 -68.75859 33.98542
C 3.58791 -70.98731 35.29546
C 2.19473 -70.43350 35.79420
C 1.34447 -71.36955 36.75036
C 1.89092 -72.58470 37.36664
C 3.36410 -72.88386 36.93622
C 4.07986 -72.12842 35.82296
N 1.13439 -73.35526 38.39134
O -0.03618 -73.21312 38.37215
O 1.63803 -74.24856 38.93015
H 4.11756 -70.39179 34.51623
H 1.70601 -69.65720 35.40102
H 0.21918 -70.99704 36.92418
H 3.70972 -73.81925 37.24995
H 5.07087 -72.44564 35.49387
C 5.34355 -67.72780 38.53987
C 5.69374 -68.13364 39.91810
C 6.23762 -69.52422 40.14965
C 6.80080 -70.29507 38.95005
C 6.32022 -69.86759 37.56154
C 5.67684 -68.53143 37.46370
N 7.55019 -71.48600 39.17808
O 7.48892 -72.42904 38.25557
O 8.42119 -71.41599 40.03016
H 4.93415 -66.71372 38.21446
H 5.48827 -67.44723 40.72015
H 6.74729 -69.70853 41.36504
H 6.55667 -70.49236 36.70411
H 5.51349 -68.04479 36.32018
C 9.33607 -68.06445 29.92682
C 9.03260 -69.21838 30.92459
C 10.15054 -70.22692 31.03586
C 11.27672 -70.27956 30.09387
C 11.31046 -69.25390 28.92466
C 10.39029 -68.10709 29.02941
N 12.33791 -71.38650 30.18103
O 13.03891 -71.57494 29.18768
O 12.55001 -71.79551 31.35685
H 8.55982 -67.39029 30.04010
H 8.33920 -69.33229 31.56562
H 9.89336 -70.89491 31.93732
H 12.08762 -69.28364 28.21615
H 10.39417 -67.32830 28.24419
C 3.67798 -68.98376 29.18903
C 3.32710 -67.40386 29.56018
C 2.22136 -66.83743 28.78886
C 1.49679 -67.50797 27.61820
C 1.96953 -68.91965 27.23480
C 3.06976 -69.44334 28.16640
N 0.51851 -66.80522 26.82244
O 0.41664 -65.62651 27.03221
O -0.32721 -67.53284 26.23972
H 4.29859 -69.54612 29.72771
H 3.62816 -66.86059 30.45852
H 1.90101 -65.93538 29.24365
H 1.39382 -69.55871 26.42569
H 3.39121 -70.41654 27.97450
C 9.86593 -73.44359 28.85703
C 9.62438 -73.56782 30.35123
C 10.41780 -74.48082 31.23501
C 11.52848 -75.37414 30.49659
C 11.72067 -75.01904 28.92878
C 10.84796 -73.99366 28.08228
N 12.26706 -76.39328 31.23944
O 13.02573 -77.09846 30.53101
O 12.24979 -76.51513 32.47867
H 9.24417 -72.82862 28.41512
H 8.80914 -73.06472 30.79367
H 10.33350 -74.59733 32.37760
H 12.43801 -75.54924 28.33606
H 11.06319 -73.78168 27.18990
C 5.10557 -75.67237 34.52141
O 4.20185 -76.54596 34.80062
N 6.18518 -75.47133 35.21460
C 7.14457 -74.36150 34.78818
C 6.53942 -76.37296 36.32140
H 4.87320 -75.11488 33.76532
H 6.65600 -73.45998 34.20347
H 8.15256 -74.71192 34.22354
H 7.47385 -73.54312 35.43607
H 7.43646 -76.65919 36.41477
H 5.95643 -77.31043 36.47091
H 6.57700 -75.92406 37.27422
C 5.43568 -72.85986 28.69839
O 6.16381 -72.83172 29.69325
N 4.20249 -73.53079 28.83503
C 3.32367 -74.05010 27.74395
C 3.91440 -74.10925 30.12200
H 5.60839 -72.38898 27.74496
H 2.58604 -73.34343 27.39656
H 2.66275 -74.77133 27.98846
H 3.91644 -74.22307 26.85627
H 4.54443 -75.00046 30.52603
H 2.82504 -74.53548 30.25585
H 4.14567 -73.39529 30.86936
*
```

Results
**Gap between HOMO and LUMO**: 0.23729 Ha

---

[3]
DFT (ωB97M-V with the def2-TZVPD basis set) results for a molecular structure, C43H46As2AuN2PS3.

Geometry as ORCA input:
```
! RIJCOSX wB97M-V def2-TZVPD def2/J DEFGRID3
* xyz 2 3
Au -0.56797 -0.95673 0.76755
C 0.88935 -1.89591 -2.41080
C 1.83185 -0.73356 -2.68643
As 2.12127 0.44947 -1.14950
C 2.96844 2.00499 -1.86489
C 2.27753 2.72462 -2.84071
C 2.85171 3.86396 -3.38269
C 4.09831 4.28981 -2.94055
C 4.77540 3.57903 -1.95865
C 4.21370 2.43319 -1.41384
C 3.30712 -0.47577 0.03548
C 3.65442 0.09307 1.26131
C 4.47345 -0.60465 2.13588
C 4.94456 -1.86473 1.79426
C 4.60460 -2.42914 0.57279
C 3.78286 -1.74092 -0.30684
As -0.82455 -1.31706 -1.65416
C -2.02116 -2.73903 -2.12438
C -1.59637 -4.06002 -2.01571
C -2.47493 -5.08863 -2.32205
C -3.77060 -4.79764 -2.72511
C -4.19374 -3.47922 -2.82408
C -3.32084 -2.44472 -2.52285
C -1.31562 0.13931 -2.81074
C -1.74627 1.34810 -2.27968
C -2.08928 2.39265 -3.13002
C -1.99243 2.23166 -4.50399
C -1.56806 1.01925 -5.03648
C -1.23646 -0.02859 -4.19250
H 1.31744 -2.60376 -1.70056
H 0.68087 -2.43923 -3.33389
H 1.43828 -0.08215 -3.46662
H 2.81872 -1.07381 -3.01005
H 1.30110 2.39478 -3.18467
H 2.33119 4.41710 -4.15348
H 4.54628 5.17704 -3.36760
H 5.74830 3.91127 -1.62257
H 4.75146 1.87116 -0.66082
H 3.29660 1.07517 1.53773
H 4.74499 -0.16138 3.08429
H 5.58662 -2.40345 2.47842
H 4.98644 -3.40330 0.29672
H 3.54074 -2.19116 -1.26080
H -0.59029 -4.29758 -1.69027
H -2.14712 -6.11647 -2.24475
H -4.45327 -5.60170 -2.96470
H -5.20367 -3.25542 -3.14010
H -3.65306 -1.41696 -2.60960
H -1.83997 1.45970 -1.20531
H -2.44934 3.32978 -2.72504
H -2.26416 3.04414 -5.16489
H -1.50965 0.88787 -6.10862
H -0.93049 -0.97943 -4.61494
S -0.26489 -0.96360 3.16070
P -0.90053 -2.90762 3.20745
S -1.51590 -3.25476 1.29665
C -2.22227 -3.14476 4.38978
C -3.24704 -4.04734 4.11776
C -4.22274 -4.28142 5.07452
C -4.17350 -3.61785 6.29248
C -3.15201 -2.71570 6.56146
C -2.17263 -2.47632 5.61173
C 0.45312 -3.99242 3.66407
C 1.66120 -3.88485 2.97199
C 2.70996 -4.72523 3.29136
C 2.56122 -5.67316 4.29951
C 1.36458 -5.77803 4.98886
C 0.30452 -4.93757 4.67425
H -3.28773 -4.55842 3.16374
H -5.02189 -4.98019 4.86808
H -4.93700 -3.80225 7.03635
H -3.11940 -2.19873 7.51081
H -1.37701 -1.77070 5.81955
H 1.77810 -3.13767 2.19453
H 3.64823 -4.64584 2.75794
H 3.38468 -6.32963 4.54727
H 1.25144 -6.51285 5.77409
H -0.62874 -5.02177 5.21527
C -0.13952 5.43538 -1.90815
C -0.84665 4.92528 -0.66725
N -0.13795 3.73965 -0.16316
C -0.53255 2.77221 0.65212
S 0.60769 1.50188 1.01200
N -1.71152 2.69231 1.25463
C -2.81983 3.65457 1.36935
C -3.97077 3.32405 0.43517
H -0.63720 6.33176 -2.27405
H -0.14990 4.68565 -2.69960
H 0.89689 5.69700 -1.68788
H -1.87410 4.65066 -0.90071
H -0.86322 5.69892 0.10155
H 0.81557 3.63911 -0.48388
H -1.81323 1.85282 1.80855
H -2.44117 4.65906 1.21485
H -3.14893 3.60699 2.40681
H -3.66756 3.37100 -0.61198
H -4.78544 4.03137 0.58593
H -4.35451 2.32209 0.63017
*
```

Results
**Expectation value of S²**: 2.0120
**Gap between HOMO and LUMO (alpha / beta)**: 0.28691 / 0.22911 Ha

---

[4]
DFT (ωB97M-V with the def2-TZVPD basis set) results for a molecular structure, C43H46LiO19S at a distorted geometry.

Geometry as ORCA input:
```
! RIJCOSX wB97M-V def2-TZVPD def2/J DEFGRID3
* xyz -1 1
Li 3.67712 1.10429 0.92362
S 0.56453 0.45274 0.36479
O 1.78490 1.11077 0.68460
O -0.35301 0.58192 1.42800
O 0.12667 1.11428 -0.82778
O 0.87108 -0.83593 0.10118
C -2.99554 2.84818 0.35642
O -2.14938 2.48571 1.30324
H -2.70666 2.62781 -0.61990
H -3.28089 3.90658 0.36635
H -4.02813 2.30958 0.49612
H -1.64443 1.58961 1.13470
C -4.10366 -0.63999 4.29309
C -5.47595 -0.53019 3.99751
C -5.90480 -0.28183 2.63860
C -4.82719 -0.16133 1.64363
C -3.48845 -0.21673 1.86472
C -3.12993 -0.45624 3.22293
O -1.92580 -0.30827 3.68818
O -7.20907 -0.48543 2.33532
H -3.65523 -0.73553 5.41042
H -6.07548 -0.68024 4.82763
H -5.12320 -0.25536 0.56351
H -2.56282 0.02012 1.31876
H -1.26922 -0.10816 3.01406
H -7.05372 -0.82933 1.38474
C -0.19657 4.19014 -0.35918
C -0.80580 5.28840 0.05455
C -0.74686 6.51966 -0.70219
C 0.10405 6.49526 -1.82918
C 0.84962 5.33025 -2.23751
C 0.78654 4.25531 -1.39160
O 1.51602 3.03807 -1.73949
O -1.19691 7.74510 -0.26511
H -0.27785 3.27066 0.19456
H -1.47918 5.17100 0.86764
H 0.47958 7.36849 -2.19516
H 1.59648 4.99531 -2.81444
H 0.91489 2.44295 -1.22522
H -1.68112 7.82560 0.44537
C 1.49007 0.88842 4.12138
C 2.47070 0.43257 5.04587
C 2.82480 1.23766 6.07763
C 2.16249 2.52323 6.23479
C 1.26011 3.00857 5.22972
C 0.85547 2.11131 4.22641
O 0.02856 2.43271 3.21305
O 3.63494 0.89187 7.12107
H 1.27490 0.45384 3.15854
H 2.83571 -0.51712 4.94656
H 2.02801 3.22546 7.11445
H 0.79850 3.94188 5.33837
H -0.31355 1.74569 2.84495
H 3.74370 1.40210 7.86459
C 2.90306 -0.76895 -4.94617
C 2.64458 -0.72585 -3.56732
C 3.30988 -1.69221 -2.68295
C 4.21705 -2.58382 -3.19716
C 4.49380 -2.53884 -4.50605
C 3.87295 -1.62434 -5.46195
O 4.07516 -1.70803 -6.74114
O 2.97233 -1.84175 -1.32858
H 2.25223 -0.07896 -5.45439
H 1.99841 0.02490 -3.19121
H 4.52948 -3.37143 -2.56892
H 5.20516 -3.46761 -4.80174
H 4.93507 -2.03998 -6.89667
H 2.04023 -1.53172 -1.09106
C -0.78082 -0.93202 -5.15708
C -0.83652 -0.21077 -3.94547
C -1.19703 1.13865 -3.98699
C -1.44252 1.79881 -5.06488
C -1.73912 1.12866 -6.18345
C -1.21963 -0.21694 -6.32096
O -1.51194 -0.83584 -7.48931
O -1.16344 1.84546 -2.83477
H -0.45008 -2.05689 -5.03305
H -0.39131 -0.68062 -3.05724
H -1.80194 2.78235 -5.02686
H -1.98343 1.63988 -6.96218
H -1.29717 -0.70193 -8.28483
H -0.79122 1.45918 -2.01107
C -3.27036 -1.51020 -1.12352
C -1.98747 -1.78226 -0.70694
C -1.76622 -2.87823 0.16813
C -2.74132 -3.87531 0.26204
C -4.03486 -3.77532 -0.45638
C -4.24744 -2.46036 -1.12012
O -5.37141 -2.22460 -1.79528
O -0.52401 -3.02483 0.72999
H -3.32070 -0.64447 -1.62586
H -1.44798 -0.98655 -0.82981
H -2.60119 -4.71345 0.87762
H -4.70361 -4.53864 -0.26699
H -5.70728 -1.37218 -2.42695
H 0.11663 -2.27554 0.35604
C 4.93649 -4.37256 3.13612
C 4.11483 -3.31023 3.23607
C 3.25392 -2.92020 2.25269
C 3.00850 -3.82375 1.25175
C 3.68220 -5.06996 1.20334
C 4.74794 -5.28842 2.15556
O 5.53410 -6.44808 1.97031
O 2.55661 -1.72394 2.23084
H 5.66064 -4.53383 3.94606
H 4.35634 -2.52710 3.95230
H 2.41200 -3.69170 0.48739
H 3.43755 -5.56021 0.30887
H 6.14225 -6.84480 2.70733
H 1.90157 -1.37408 1.65797
*
```

Results
**Gap between HOMO and LUMO**: 0.20901 Ha

---

no.,electronic energy (eV),molar mass (g/mol)
1,-144783.922,977.71
2,-92011.065,945.87
3,-215470.428,1064.84
4,-95270.302,905.83